Entry from the Open Molecules 2025 dataset: a cluster of 2 separate species, CH3N3O in total (ωB97M-V/def2-TZVPD).

Properties
LUMO energy	0.042	Eh
E	-7599.8250	eV
relative energy (zero: lowest compared OMol25 entry of this formula, charge and spin)	364.5	kJ/mol
HOMO-LUMO gap	11.46	eV
HOMO	-10.33	eV
SMILES string	N#[N+][O-].C=N

Structure (XYZ):
```
8
Properties=species:S:1:pos:R:3:mulliken_charge:R:1
N 2.149 0.715 -0.427 -0.39
N 1.792 -0.174 0.116 0.91
O 1.619 -1.152 0.667 -0.52
C -1.148 0.429 -0.334 -0.21
N -0.468 -0.099 0.587 -0.43
H -2.248 0.067 -0.617 0.18
H -0.638 0.941 -1.073 0.25
H -1.056 -0.727 1.082 0.22
```